[1]
This record from the OMol25 dataset describes an isolated molecule of C3F4O in a non-equilibrium geometry. The level of theory is ωB97M-V with the def2-TZVPD basis set.

XYZ file:
```
8
Properties=species:S:1:pos:R:3:forces:R:3
C -0.72663 -1.06399 -0.51052 1.65 0.81 0.05
C -0.70678 -0.23800 0.55024 -1.72 -0.97 -0.14
C 1.18003 0.65961 -0.20857 -0.87 -0.72 -1.16
O 0.51494 0.37210 0.84823 1.35 0.77 -0.30
F -1.87542 -1.65066 -0.83562 -0.17 0.11 0.16
F -1.58680 -0.09233 1.55440 0.60 0.36 -0.18
F 2.48187 0.69797 -0.14947 -1.33 -0.05 0.30
F 0.71877 1.31530 -1.24868 0.50 -0.32 1.27
```
Positions in Å, forces in eV/Å.

The HOMO-LUMO gap (spin up / spin down) is 7.33 / 7.90 eV. As for the HOMO energy (spin up / spin down): -8.78 / -9.04 eV. The value obtained for the max |F| is 0.0384 Eh/bohr.

***

[2]
This record from the OMol25 dataset describes the ion C3F5O3P with charge -2 in a non-equilibrium geometry. The level of theory is ωB97M-V with the def2-TZVPD basis set.

XYZ file:
```
12
Properties=species:S:1:pos:R:3:forces:R:3
C 0.32453 -0.71186 -0.80202 0.39 0.76 -1.44
C 0.17984 -1.07787 0.61084 -2.34 0.84 2.57
C -0.38986 0.38684 -1.47065 2.09 1.25 -1.97
O -0.48870 1.55200 0.88524 -0.40 1.64 -0.62
O 1.32076 0.40263 2.23911 2.27 0.61 0.87
O -1.09429 0.04346 2.82093 -1.65 -0.37 1.62
F 1.04323 -1.43940 -1.66852 0.29 -0.64 -0.27
F 0.96935 -2.07582 1.07703 0.75 -0.27 -0.62
F -1.56154 0.73106 -1.12195 -2.91 -0.52 0.82
F -0.49435 0.13332 -2.86208 0.00 -0.91 0.11
F 0.29422 1.57196 -1.53231 0.99 0.24 -0.12
P -0.10319 0.48367 1.82439 0.52 -2.63 -0.95
```
Positions in Å, forces in eV/Å.

The spin multiplicity is 3. As for the expectation value of S²: 2.0068. The HOMO-LUMO gap (spin up / spin down) is 4.42 / 5.73 eV. As for the HOMO energy (spin up / spin down): 2.04 / 0.22 eV. Its charge is -2. The value obtained for the max |F| is 0.0695 Eh/bohr.

***

[3]
This record from the OMol25 dataset describes a structure of composition C3F9KO9S3 in a non-equilibrium geometry. The level of theory is ωB97M-V with the def2-TZVPD basis set.

XYZ file:
```
25
Properties=species:S:1:pos:R:3:forces:R:3
K -0.23009 -0.71559 -0.58735 -0.21 0.15 0.19
C -1.05069 -5.65260 -0.22230 2.09 0.38 1.80
F -0.53547 -5.30382 -1.38782 0.10 -0.14 -0.95
F -2.34405 -5.62387 -0.27741 -1.54 0.34 -0.10
F -0.70541 -6.94101 0.04286 0.17 0.83 -0.03
S -0.30629 -4.35286 1.05419 1.69 1.30 1.82
O 1.15192 -4.48131 1.11656 -0.73 -0.21 -2.03
O -0.75737 -3.02339 0.52580 0.08 -1.85 -0.18
O -0.77593 -4.66648 2.38300 -1.83 -0.36 -0.52
C 1.89109 2.19460 2.63382 -0.52 2.12 -1.18
F 0.62290 2.49607 2.29389 0.42 -1.43 0.25
F 2.37755 3.44410 2.91535 0.76 -1.58 0.22
F 1.96978 1.38584 3.67486 -0.03 0.36 -0.48
S 2.75685 1.50999 1.04875 -1.41 -1.46 2.81
O 4.14259 1.14976 1.47068 -1.35 0.20 -0.78
O 1.89838 0.38907 0.65729 1.63 1.27 0.23
O 2.77895 2.65584 0.20049 0.48 0.63 -1.12
C -2.01732 2.98709 -3.03805 0.27 0.17 3.54
F -2.32822 4.11131 -3.60870 0.25 1.05 -1.32
F -3.18936 2.35024 -2.85230 0.53 -0.70 -0.26
F -1.14641 2.26756 -3.71565 -0.20 -0.48 -1.13
S -1.18312 3.39060 -1.35138 -0.29 1.05 2.26
O -2.23589 4.15299 -0.63783 1.28 -1.37 -1.31
O -0.80448 2.11439 -0.69104 -0.86 0.09 -1.07
O 0.02008 4.16150 -1.64770 -0.80 -0.36 -0.66
```
Positions in Å, forces in eV/Å.

The spin multiplicity is 2. As for the expectation value of S²: 0.7636. The HOMO-LUMO gap (spin up / spin down) is 8.67 / 3.06 eV. As for the HOMO energy (spin up / spin down): -6.76 / -6.73 eV. Its charge is -1. The value obtained for the max |F| is 0.0691 Eh/bohr.